The following is a DFT calculation (ωB97M-V/def2-TZVPD) of 5 unconnected molecules or ions with the total composition C40H73FIN7O5PS2.

The HOMO energy is -10.81 eV.

Geometry as ORCA input:
```
! RIJCOSX wB97M-V def2-TZVPD def2/J DEFGRID3
* xyz 1 1
C 5.992 3.534 -0.572
C 6.501 2.345 -0.272
C 6.997 0.911 0.170
C 6.006 -0.005 1.097
S 6.519 0.681 2.806
C 5.447 0.213 4.220
O 6.576 2.211 2.825
O 7.955 0.242 3.167
C 6.341 -1.583 1.105
C 7.693 -2.039 0.276
C 8.421 -3.332 1.001
O 8.368 -4.515 0.525
I 9.527 -2.894 2.844
N 5.260 -2.607 0.898
O 4.829 -3.305 1.970
C 4.426 -2.750 3.183
C 3.762 -3.976 4.079
C 4.176 -2.311 -0.167
C 2.735 -2.968 0.280
C 2.723 -4.620 0.253
C 1.778 -5.128 1.500
F 2.290 -6.403 1.974
N 4.538 -3.063 -1.420
C 3.577 -3.095 -2.519
C 4.343 -3.821 -3.791
C 4.101 -0.744 -0.590
N 4.946 -0.338 -1.744
P 2.345 -0.092 -1.077
S 2.391 1.452 -2.289
C 4.437 0.111 0.796
O 3.787 1.349 0.655
C 3.395 2.091 1.803
C 1.835 1.893 2.287
C 1.516 0.413 2.848
C 0.777 2.487 1.218
C 0.493 4.048 1.570
C -0.634 1.713 1.127
H 5.489 4.579 -0.639
H 7.300 0.385 -0.830
H 8.018 1.058 0.724
H 4.341 -0.016 3.982
H 5.975 -0.649 4.800
H 5.431 1.109 4.970
H 6.753 -1.798 2.186
H 7.412 -2.345 -0.800
H 8.536 -1.259 0.308
H 5.790 -3.388 0.399
H 3.627 -1.925 3.238
H 5.376 -2.484 3.816
H 3.774 -4.977 3.512
H 4.386 -4.155 5.051
H 2.702 -3.665 4.451
H 2.384 -2.570 1.324
H 1.866 -2.726 -0.430
H 2.223 -5.047 -0.689
H 3.788 -5.045 0.339
H 1.632 -4.328 2.311
H 0.710 -5.351 1.079
H 5.526 -2.965 -1.685
H 2.629 -3.762 -2.364
H 3.185 -2.107 -2.949
H 5.488 -3.817 -3.680
H 4.046 -3.272 -4.780
H 3.956 -4.914 -3.933
H 4.497 -0.435 -2.663
H 5.844 -0.838 -1.806
H 1.568 0.122 0.108
H 1.612 -1.108 -1.825
H 3.878 -0.497 1.626
H 4.017 2.010 2.761
H 3.440 3.224 1.509
H 1.754 2.598 3.221
H 0.428 0.274 3.212
H 1.808 -0.457 2.155
H 2.176 0.284 3.809
H 1.320 2.476 0.182
H 1.493 4.619 1.501
H 0.115 4.191 2.661
H -0.304 4.513 0.880
H -1.090 1.447 2.151
H -0.581 0.804 0.390
H -1.386 2.455 0.623
C -4.985 1.272 -1.216
C -4.012 0.889 -2.325
C -3.425 -0.512 -2.143
C -2.664 -0.582 -0.843
N -2.059 -0.638 0.192
H -4.493 1.305 -0.240
H -5.401 2.267 -1.403
H -5.812 0.563 -1.160
H -3.205 1.629 -2.360
H -4.533 0.936 -3.287
H -2.746 -0.745 -2.968
H -4.220 -1.263 -2.135
C -10.359 0.874 -3.901
C -10.300 1.124 -2.398
C -8.893 1.471 -1.906
C -7.953 0.332 -2.202
N -7.203 -0.576 -2.438
H -9.746 0.016 -4.192
H -11.385 0.658 -4.210
H -10.013 1.750 -4.458
H -10.666 0.232 -1.876
H -10.979 1.945 -2.147
H -8.907 1.654 -0.828
H -8.527 2.377 -2.399
C -5.181 4.269 -4.383
C -5.860 5.634 -4.412
C -6.902 5.804 -3.304
C -7.985 4.768 -3.458
N -8.847 3.941 -3.580
H -5.896 3.458 -4.550
H -4.426 4.203 -5.172
H -4.684 4.098 -3.422
H -6.333 5.774 -5.390
H -5.099 6.413 -4.309
H -7.350 6.800 -3.359
H -6.438 5.695 -2.320
C -5.720 -1.210 2.569
C -7.156 -0.827 2.910
C -7.785 0.108 1.874
C -6.993 1.388 1.794
N -6.362 2.406 1.731
H -5.063 -0.336 2.552
H -5.322 -1.899 3.319
H -5.666 -1.701 1.592
H -7.172 -0.352 3.897
H -7.760 -1.738 2.981
H -8.816 0.341 2.155
H -7.801 -0.367 0.888
*
```

---

The following is a DFT calculation (ωB97M-V/def2-TZVPD) of a molecular structure, C40H74AsBMgN4O3Si5.

The HOMO energy is -6.89 eV. The energy above the lowest of the compared OMol25 structures with the same formula, charge and spin is 0.000 eV.

Geometry as ORCA input:
```
! RIJCOSX wB97M-V def2-TZVPD def2/J DEFGRID3
* xyz 0 1
Mg 1.183 -0.021 0.323
C 2.516 -3.553 1.544
Si 3.206 -1.961 2.277
C 4.844 -2.394 3.109
C 2.042 -1.401 3.649
C 3.266 -0.684 0.951
C 3.394 0.716 1.334
C 4.249 1.236 2.332
C 4.249 2.578 2.614
C 3.395 3.437 1.920
C 2.557 2.878 0.986
N 2.546 1.570 0.705
Si 4.014 -1.161 -0.669
C 2.818 -2.164 -1.741
C 5.542 -2.251 -0.500
C 4.575 0.382 -1.590
H 2.263 -4.266 2.331
H 3.232 -4.041 0.881
H 1.615 -3.353 0.961
H 4.667 -3.167 3.863
H 5.294 -1.542 3.621
H 5.579 -2.780 2.403
H 1.981 -2.152 4.440
H 1.031 -1.248 3.262
H 2.374 -0.466 4.106
H 4.917 0.561 2.846
H 4.916 2.972 3.372
H 3.367 4.498 2.119
H 1.837 3.484 0.449
H 3.046 -3.229 -1.665
H 2.892 -1.882 -2.791
H 1.766 -2.057 -1.460
H 5.326 -3.181 0.027
H 6.345 -1.741 0.035
H 5.915 -2.520 -1.492
H 3.748 0.944 -2.021
H 5.251 0.101 -2.400
H 5.119 1.052 -0.921
C -5.440 -2.355 7.163
C -5.233 -0.995 6.560
C -4.901 0.106 7.341
C -4.677 1.348 6.771
C -4.807 1.525 5.398
N -4.628 2.819 4.860
C -4.037 3.200 3.680
O -4.180 4.323 3.238
N -3.247 2.233 3.093
C -2.446 2.442 1.961
C -2.738 3.359 0.956
C -1.862 3.455 -0.111
C -0.734 2.653 -0.145
N -0.460 1.767 0.809
C -1.300 1.663 1.830
C -5.162 0.439 4.606
C -5.359 -0.802 5.188
H -5.483 -2.304 8.250
H -4.625 -3.029 6.894
H -6.367 -2.806 6.809
H -4.800 -0.010 8.413
H -4.392 2.190 7.390
H -5.066 3.594 5.332
H -3.023 1.423 3.651
H -3.616 3.981 1.021
H -2.061 4.150 -0.915
H -0.028 2.708 -0.969
H -1.059 0.916 2.578
H -5.306 0.566 3.541
H -5.636 -1.639 4.557
C -0.549 4.068 -3.413
Si 1.072 3.256 -3.911
C 2.438 3.889 -2.792
C 1.443 3.825 -5.657
As 1.083 0.915 -3.548
Si 2.242 0.245 -5.512
C 2.365 -1.626 -5.605
C 1.466 0.813 -7.134
C 3.976 0.957 -5.377
Si -1.082 0.022 -3.882
C -0.950 -1.802 -3.495
C -2.257 0.756 -2.620
C -1.799 0.263 -5.599
H -0.597 5.043 -3.904
H -0.595 4.242 -2.339
H -1.432 3.504 -3.711
H 2.410 4.980 -2.730
H 3.423 3.600 -3.161
H 2.347 3.483 -1.784
H 1.448 4.918 -5.642
H 0.693 3.501 -6.378
H 2.420 3.495 -6.007
H 1.427 -2.136 -5.394
H 3.119 -2.020 -4.926
H 2.660 -1.893 -6.622
H 0.389 0.958 -7.089
H 1.667 0.042 -7.881
H 1.913 1.740 -7.486
H 4.621 0.283 -4.813
H 4.005 1.923 -4.874
H 4.404 1.085 -6.374
H -0.821 -1.956 -2.422
H -0.127 -2.300 -4.003
H -1.879 -2.297 -3.792
H -1.917 0.537 -1.606
H -3.232 0.280 -2.750
H -2.395 1.833 -2.709
H -1.268 -0.323 -6.349
H -1.803 1.305 -5.920
H -2.836 -0.086 -5.577
C -3.570 -1.910 -0.078
C -2.394 -2.753 0.406
C -2.562 -4.196 -0.036
O -1.216 -2.217 -0.233
B -0.546 -1.362 0.636
O -1.136 -1.467 1.902
C -2.075 -2.566 1.916
C -1.358 -3.755 2.541
C -3.260 -2.154 2.772
H -3.619 -1.974 -1.165
H -3.436 -0.861 0.190
H -4.520 -2.258 0.330
H -2.784 -4.227 -1.103
H -3.387 -4.677 0.494
H -1.654 -4.769 0.138
H -0.479 -4.031 1.959
H -2.010 -4.625 2.625
H -1.021 -3.477 3.540
H -3.701 -1.225 2.416
H -2.934 -2.006 3.802
H -4.034 -2.926 2.773
*
```

---

The following is a DFT calculation (ωB97M-V/def2-TZVPD) of a molecular structure, C40H74Br2KMnN4O23.

The HOMO energy (alpha / beta) is -9.94 / -9.92 eV.

Geometry as ORCA input:
```
! RIJCOSX wB97M-V def2-TZVPD def2/J DEFGRID3
* xyz 1 6
K -3.694 2.537 -1.623
Mn 3.374 -2.294 0.661
C 0.170 0.537 0.762
C -0.981 0.528 -0.021
C -1.187 -0.464 -1.214
O -2.115 -0.476 -2.099
C -0.278 -1.436 -1.452
C 0.955 -1.580 -0.581
C 1.210 -0.506 0.512
O 2.303 -0.613 1.098
O 1.763 -2.503 -0.587
O -1.881 1.336 0.388
H 0.365 1.186 1.603
H -0.359 -2.114 -2.289
C 1.251 -5.352 -2.602
C 1.450 -5.446 -1.123
O 1.073 -6.690 -0.612
C 1.029 -6.831 0.732
O 1.370 -6.001 1.536
O 0.518 -8.031 1.046
C 0.225 -8.440 2.424
H 0.180 -5.283 -2.793
H 1.719 -6.222 -3.064
H 1.664 -4.433 -3.018
H 1.004 -4.585 -0.625
H 2.514 -5.369 -0.904
H -0.442 -9.301 2.418
H -0.209 -7.615 2.989
H 1.101 -8.701 3.018
C -8.491 5.475 4.664
C -7.290 5.628 3.722
O -6.403 4.567 3.875
C -5.852 3.939 2.827
O -5.938 4.350 1.642
O -5.414 2.755 3.230
C -4.175 2.332 2.618
H -8.205 5.149 5.664
H -9.132 4.639 4.385
H -8.911 6.467 4.834
H -6.831 6.598 3.917
H -7.695 5.657 2.711
H -3.860 1.353 2.979
H -3.357 3.030 2.797
H -4.291 2.158 1.548
C 0.637 2.934 -2.925
C 0.721 3.682 -1.599
O 0.232 4.987 -1.677
C -0.978 5.307 -1.566
O -1.922 4.484 -1.541
O -1.059 6.600 -1.540
C -2.248 7.217 -1.079
H 1.391 2.155 -2.811
H 0.891 3.600 -3.750
H -0.277 2.353 -3.043
H 1.776 3.825 -1.365
H 0.312 3.057 -0.806
H -2.315 8.191 -1.563
H -2.258 7.452 -0.015
H -3.143 6.712 -1.444
C -3.449 -3.498 -3.563
C -2.292 -3.487 -4.628
O -2.244 -4.681 -5.317
C -1.112 -5.145 -5.875
O -0.064 -4.546 -6.088
O -1.448 -6.342 -6.330
C -0.583 -7.171 -7.121
H -3.460 -2.587 -2.964
H -3.386 -4.383 -2.930
H -4.379 -3.497 -4.130
H -1.317 -3.394 -4.150
H -2.439 -2.703 -5.371
H -0.166 -6.623 -7.966
H -0.988 -8.105 -7.509
H 0.246 -7.358 -6.439
C 6.717 6.254 4.541
C 5.733 5.481 5.403
O 4.987 4.605 4.589
C 5.296 3.268 4.343
O 6.217 2.603 4.800
O 4.315 2.763 3.496
C 4.369 1.422 3.138
H 6.373 6.431 3.522
H 7.621 5.666 4.381
H 7.007 7.192 5.016
H 5.020 6.158 5.872
H 6.298 5.055 6.232
H 5.339 1.040 2.818
H 3.640 1.244 2.348
H 4.070 0.916 4.056
C 1.530 -3.161 2.967
O 2.469 -3.408 2.166
N 1.668 -2.541 4.182
C 0.557 -2.080 4.977
C 2.939 -2.044 4.683
H 0.495 -3.467 2.754
H -0.283 -2.765 4.859
H 0.142 -1.137 4.621
H 0.834 -2.145 6.029
H 3.304 -2.418 5.639
H 3.719 -2.354 3.988
H 2.963 -0.954 4.686
C 4.444 -0.710 -1.942
O 4.252 -1.211 -0.844
N 4.747 0.604 -2.091
C 5.203 1.065 -3.427
C 5.019 1.463 -0.891
H 4.341 -1.211 -2.917
H 5.183 0.299 -4.201
H 6.209 1.447 -3.254
H 4.652 1.966 -3.699
H 4.510 2.422 -0.987
H 4.728 1.021 0.062
H 6.101 1.588 -0.850
C 2.032 0.202 -5.585
O 2.964 0.520 -6.342
N 0.708 0.308 -5.760
C -0.203 -0.455 -4.913
C 0.041 1.095 -6.858
H 2.189 -0.266 -4.601
H -0.541 -1.326 -5.474
H -1.030 0.181 -4.594
H 0.233 -0.935 -4.038
H -0.495 1.971 -6.492
H 0.904 1.564 -7.331
H -0.544 0.597 -7.631
C -3.404 -3.461 0.231
O -3.487 -4.661 0.250
N -4.259 -2.652 0.856
C -5.358 -3.142 1.651
C -4.042 -1.306 1.069
H -2.709 -2.864 -0.379
H -6.274 -2.607 1.401
H -5.187 -2.884 2.696
H -5.460 -4.225 1.722
H -3.419 -1.206 1.958
H -3.519 -0.687 0.341
H -5.007 -0.863 1.317
Br 1.262 4.873 1.869
C -0.248 3.857 2.741
C 0.301 3.089 3.940
Br -1.223 2.122 4.815
H -0.600 3.135 2.004
H -1.088 4.468 3.072
H 0.772 3.799 4.619
H 1.041 2.421 3.499
*
```

---

E_tot readings, ordered: -105086.62157; -161142.11846; -283457.48882 eV